C5H14O2SSi | ωB97M-V with the def2-TZVPD basis set

Geometry as ORCA input:
```
! wB97M-V def2-TZVPD RIJCOSX def2/J DEFGRID3
* xyz 0 1
C -0.183 -3.657 2.158
C -1.747 2.204 -0.670
C 1.036 2.779 0.309
C 0.478 1.152 -2.635
C 0.901 -3.494 1.392
O -1.154 -1.021 0.956
O 0.746 -1.312 -0.703
Si 0.011 1.434 -0.785
S 0.381 -0.483 0.427
H -0.940 -4.302 1.822
H -1.153 -1.942 1.263
H -0.089 -3.210 3.109
H -2.031 2.757 -1.608
H -2.618 1.533 -0.484
H -1.789 2.765 0.200
H 0.624 2.563 1.326
H 1.997 2.426 0.703
H 0.986 3.730 -0.145
H -0.306 0.678 -3.204
H 0.820 2.080 -3.016
H 1.321 0.385 -2.819
H 1.747 -2.989 1.930
H 0.962 -4.077 0.474
*
```

The value obtained for the largest force on an atom is 4.2 eV/Å. The energy is -28217.4084 eV. The calculation puts the energy relative to the best compared isomer or geometry (same formula, charge and spin) at 2.999 eV.

=====

C5H5ClN | ωB97M-V with the def2-TZVPD basis set

Geometry as ORCA input:
```
! wB97M-V def2-TZVPD RIJCOSX def2/J DEFGRID3
* xyz 1 1
Cl 1.750 -2.416 -0.469
C 0.744 -1.062 -0.224
C -0.604 -1.213 -0.063
C -1.362 -0.085 0.163
C -0.790 1.181 0.225
C 0.549 1.270 0.053
N 1.266 0.159 -0.164
H -1.073 -2.188 -0.084
H -2.431 -0.186 0.317
H -1.387 2.064 0.407
H 1.063 2.222 0.108
H 2.274 0.254 -0.270
*
```

The value obtained for the largest force on an atom is 1.3 eV/Å. As for the SMILES: Clc1cccc[nH+]1. The energy is -19271.9102 eV. The calculation puts the energy relative to the best compared isomer or geometry (same formula, charge and spin) at 0.000 eV.

=====

C13H20Cl4O3P | ωB97M-V with the def2-TZVPD basis set

Geometry as ORCA input:
```
! wB97M-V def2-TZVPD RIJCOSX def2/J DEFGRID3
* xyz 1 1
C -1.934 2.905 2.077
C -1.635 1.756 1.916
C -1.300 0.362 1.623
P -1.724 -0.016 -0.121
C -1.842 1.556 -1.000
C -0.385 -0.901 -0.954
Cl 0.253 -0.188 -2.403
C 0.143 -2.049 -0.501
C 1.256 -2.832 -1.102
Cl -0.497 -2.718 0.952
C -3.383 -0.816 -0.332
Cl -3.257 -2.366 -1.196
C -4.225 -0.929 0.948
C -5.673 -1.300 0.617
Cl -3.614 -2.164 2.081
H -1.930 3.972 2.057
H -0.226 0.263 1.795
H -1.811 -0.285 2.335
H -0.936 2.119 -0.783
H -2.736 2.097 -0.708
H -1.848 1.328 -2.065
H 2.114 -2.808 -0.428
H 0.931 -3.873 -1.142
H 1.512 -2.507 -2.103
H -3.948 -0.173 -1.009
H -4.251 0.052 1.429
H -6.159 -1.614 1.538
H -5.695 -2.164 -0.043
H -6.223 -0.455 0.207
C 2.899 0.735 -1.363
O 3.858 1.695 -0.930
C 4.914 1.155 -0.308
O 5.074 -0.021 -0.107
O 5.735 2.134 0.044
C 6.920 1.699 0.724
H 2.110 1.288 -1.843
H 3.347 0.047 -2.080
H 2.496 0.186 -0.510
H 7.510 1.046 0.086
H 6.664 1.193 1.653
H 7.493 2.593 0.950
*
```

The value obtained for the largest force on an atom is 0.9 eV/Å. The energy is -79318.1396 eV.

=====

C3H5ClNO | ωB97M-V with the def2-TZVPD basis set

Geometry as ORCA input:
```
! wB97M-V def2-TZVPD RIJCOSX def2/J DEFGRID3
* xyz 1 3
C 0.247 -1.000 -1.037
C 0.155 -0.528 1.483
C -0.329 1.220 -0.353
N 0.082 -0.103 -0.142
O 0.282 0.438 2.139
Cl -0.093 -2.092 1.797
H 0.118 -0.656 -2.058
H 0.466 -2.118 -0.869
H 0.675 1.739 -0.269
H -0.838 1.632 0.562
H -0.765 1.469 -1.253
*
```

Its expectation value of S² is 2.008. The value obtained for the largest force on an atom is 11.7 eV/Å. The energy is -19238.4188 eV.

=====

C2H14NO4 | ωB97M-V with the def2-TZVPD basis set

Geometry as ORCA input:
```
! wB97M-V def2-TZVPD RIJCOSX def2/J DEFGRID3
* xyz 1 1
C 0.535 -1.087 -2.281
C -0.602 -0.756 -0.173
N 0.460 -0.686 -0.867
H 0.290 -2.150 -2.352
H -0.195 -0.535 -2.852
H 1.553 -0.909 -2.614
H -1.441 -1.251 -0.634
H -0.607 -0.405 0.842
H 1.323 -0.299 -0.423
H 0.544 2.922 0.715
H 1.467 3.653 1.666
O 1.447 2.909 1.057
H -2.765 -3.302 -0.031
H -2.956 -3.639 1.461
O -2.528 -3.024 0.858
H -2.158 2.286 0.760
H -1.273 2.237 1.996
O -1.307 1.965 1.074
H 3.432 0.307 0.522
H 2.293 1.310 0.853
O 2.487 0.457 0.425
*
```

The value obtained for the largest force on an atom is 1.0 eV/Å. The energy is -11975.0142 eV. The calculation puts the energy relative to the best compared isomer or geometry (same formula, charge and spin) at 0.429 eV.

=====

C17H27N3O | ωB97M-V with the def2-TZVPD basis set

Geometry as ORCA input:
```
! wB97M-V def2-TZVPD RIJCOSX def2/J DEFGRID3
* xyz 0 1
O 3.070 2.174 -0.449
C 1.907 1.907 -0.230
C 1.233 2.256 1.117
N 0.435 1.179 1.629
C 0.625 0.466 2.757
C -0.367 -0.490 2.813
C -1.126 -0.276 1.648
N -0.628 0.735 0.951
C -2.334 -1.024 1.207
C -3.426 -1.037 2.280
C -3.120 -1.945 3.472
C -2.041 -1.427 4.425
C -0.618 -1.513 3.865
N 1.056 1.347 -1.095
C 1.445 0.826 -2.392
C 1.709 -0.676 -2.258
C 2.021 -1.392 -3.569
C 0.895 -1.357 -4.614
C -0.503 -1.206 -4.016
C -0.818 0.192 -3.437
C 0.354 1.174 -3.411
H 0.601 3.135 0.951
H 2.010 2.505 1.841
H 1.432 0.678 3.428
H -2.715 -0.552 0.300
H -2.056 -2.055 0.965
H -3.597 -0.017 2.631
H -4.352 -1.387 1.816
H -2.832 -2.934 3.107
H -4.043 -2.066 4.046
H -2.260 -0.392 4.696
H -2.083 -2.024 5.340
H 0.100 -1.369 4.675
H -0.459 -2.514 3.451
H 0.139 1.083 -0.736
H 2.376 1.338 -2.661
H 2.561 -0.804 -1.584
H 0.846 -1.141 -1.778
H 2.239 -2.434 -3.321
H 2.928 -0.967 -4.003
H 1.068 -0.556 -5.333
H 0.922 -2.291 -5.181
H -0.634 -1.968 -3.246
H -1.227 -1.429 -4.802
H -1.212 0.088 -2.424
H -1.608 0.649 -4.037
H 0.795 1.254 -4.402
H -0.032 2.164 -3.156
*
```

The value obtained for the largest force on an atom is 0.7 eV/Å. As for the SMILES: O=C(Cn1cc2c(n1)CCCCC2)NC1CCCCCC1. The energy is -24585.9034 eV. The calculation puts the energy relative to the best compared isomer or geometry (same formula, charge and spin) at 0.507 eV.

=====

C6H14N2 | ωB97M-V with the def2-TZVPD basis set

Geometry as ORCA input:
```
! wB97M-V def2-TZVPD RIJCOSX def2/J DEFGRID3
* xyz 0 1
C 0.568 -2.935 1.783
C 0.336 -2.075 0.834
C -0.499 -0.803 0.878
C 0.333 0.497 0.562
C -0.738 1.632 0.634
N 1.128 0.690 -0.779
C 0.363 0.606 -1.983
N -0.539 1.848 -2.204
H 0.031 -2.854 2.752
H 1.214 -3.751 1.667
H 0.635 -2.276 -0.266
H -0.904 -0.691 1.925
H -1.296 -1.070 0.092
H 1.072 0.515 1.357
H -1.726 1.631 0.066
H -1.322 1.488 1.659
H -0.172 2.522 0.518
H 1.997 0.141 -0.787
H 0.907 0.685 -2.919
H -0.202 -0.381 -2.056
H -1.193 1.912 -1.547
H 0.006 2.668 -2.187
*
```

The value obtained for the largest force on an atom is 5.3 eV/Å. As for the SMILES: C=CC[C@H](C)NCN. The energy is -9426.4665 eV. The calculation puts the energy relative to the best compared isomer or geometry (same formula, charge and spin) at 3.018 eV.

=====

C4H9N3 | ωB97M-V with the def2-TZVPD basis set

Geometry as ORCA input:
```
! wB97M-V def2-TZVPD RIJCOSX def2/J DEFGRID3
* xyz 0 1
C 1.616 -0.005 0.803
N 0.974 -0.235 -0.483
N -0.381 0.248 -0.697
C -0.705 1.554 -0.156
C -1.272 -0.794 -0.214
C -0.704 -2.078 -0.631
N -0.417 -3.158 -0.890
H 1.012 -0.457 1.589
H 1.770 1.056 1.040
H 2.586 -0.498 0.785
H 1.541 0.135 -1.241
H -1.672 1.855 -0.558
H 0.049 2.266 -0.491
H -0.763 1.582 0.942
H -2.250 -0.652 -0.684
H -1.386 -0.820 0.885
*
```

The value obtained for the largest force on an atom is 1.3 eV/Å. As for the SMILES: CNN(C)CC#N. The energy is -8762.2965 eV. The calculation puts the energy relative to the best compared isomer or geometry (same formula, charge and spin) at 2.228 eV.